{
  "formula": "C12H12FN3O3S",
  "method": "the ωB97M-V functional and the def2-TZVPD basis",
  "total_energy_ha": -1352.44757,
  "lumo_ev": -1.5,
  "total_charge": 0,
  "max_force_ev_per_a": 3.7,
  "gap_ha": 0.2995,
  "homo_ha": -0.35557,
  "spin_multiplicity": 1,
  "smiles": "CS(=O)(=O)c1nc2ccc(CCC(N)=O)cc2nc1F",
  "elements": ["C", "S", "O", "O", "C", "N", "C", "C", "C", "C", "C", "C", "C", "N", "O", "C", "C", "N", "C", "F", "H", "H", "H", "H", "H", "H", "H", "H", "H", "H", "H", "H"],
  "coordinates": [[-0.14814, 0.58345, 5.26838], [-1.86464, 0.28077, 4.64713], [-2.32706, -1.03696, 5.10734], [-2.71881, 1.38447, 5.07204], [-1.66230, 0.19202, 2.80538], [-0.50575, -0.34905, 2.36642], [-0.43515, -0.32989, 0.98274], [0.80577, -0.88003, 0.34811], [0.98855, -0.86717, -1.08229], [-0.05473, -0.29126, -1.98766], [0.04938, -0.18357, -3.54172], [1.30435, -0.89804, -4.17241], [2.69391, -0.29436, -3.76414], [2.88818, 0.96390, -3.10152], [3.68917, -0.96386, -3.99768], [-1.27599, 0.21334, -1.36426], [-1.49559, 0.21100, 0.12024], [-2.70345, 0.72770, 0.57655], [-2.74056, 0.69992, 1.91338], [-3.87772, 1.18454, 2.49887], [-0.14523, 1.10838, 6.25317], [0.45208, -0.36173, 5.25604], [0.32172, 1.25505, 4.48752], [1.61413, -1.28845, 1.00967], [1.93111, -1.29586, -1.49204], [0.07242, 0.90304, -3.84922], [-0.87045, -0.61835, -4.03348], [1.32452, -2.01008, -3.99575], [1.22548, -0.76597, -5.29385], [3.52667, 0.75506, -2.32234], [2.01463, 1.32203, -2.69453], [-2.07649, 0.64994, -2.02008]]
}

---

{
  "formula": "C12H12N2O7Re",
  "method": "the ωB97M-V functional and the def2-TZVPD basis",
  "total_energy_ha": -1178.41347,
  "lumo_ev": [-8.5, -8.4],
  "total_charge": 2,
  "max_force_ev_per_a": 0.7,
  "gap_ha": [0.2753, 0.2866],
  "e_above_lowest_kj_mol": 0.00,
  "homo_ha": [-0.58709, -0.59552],
  "spin_multiplicity": 2,
  "elements": ["Re", "O", "C", "C", "C", "N", "C", "C", "C", "O", "O", "C", "O", "O", "H", "H", "H", "O", "C", "O", "C", "N", "C", "C", "C", "H", "H", "H", "H", "H", "H", "H", "H", "H"],
  "coordinates": [[-0.48301, 0.85227, 0.07442], [2.05283, 6.13444, 1.78363], [1.45916, 5.00491, 1.46700], [0.28509, 4.53268, 2.08618], [-0.21914, 3.33677, 1.65372], [0.36222, 2.62426, 0.68766], [1.47115, 3.07284, 0.08688], [2.06104, 4.25194, 0.43628], [1.91368, 2.12440, -0.97156], [2.81294, 2.18631, -1.71503], [0.99927, 1.01341, -0.97149], [-1.44767, 2.65104, 2.14471], [-2.21703, 2.97452, 2.96216], [-1.57630, 1.42062, 1.41312], [1.60895, 6.61958, 2.49426], [-0.21745, 5.08058, 2.87372], [2.95719, 4.60322, -0.05806], [-3.34808, -1.42534, -0.51076], [-2.21643, -1.61584, -0.84322], [-1.20861, -0.80304, -0.48887], [-1.77608, -2.79320, -1.69323], [-3.03916, -3.57358, -1.99927], [-2.94823, -4.92269, -1.29088], [-1.88563, -4.69616, -0.22973], [-0.88262, -3.78609, -0.93898], [-1.33645, -2.41904, -2.61701], [-3.19001, -3.68443, -3.00076], [-3.82087, -3.02117, -1.61865], [-2.63148, -5.65125, -2.03378], [-3.93514, -5.18618, -0.92222], [-1.44354, -5.63769, 0.08680], [-2.31223, -4.21138, 0.64988], [-0.28586, -4.35271, -1.65357], [-0.19983, -3.27311, -0.26610]]
}

---

{
  "formula": "C12H12N3",
  "method": "the ωB97M-V functional and the def2-TZVPD basis",
  "total_energy_ha": -628.43598,
  "lumo_ev": -4.7,
  "total_charge": 1,
  "max_force_ev_per_a": 6.9,
  "gap_ha": 0.2749,
  "e_above_lowest_kj_mol": 30.21,
  "homo_ha": -0.44665,
  "spin_multiplicity": 1,
  "smiles": "C1=CN2CC[N+](c3ccccc3)=C2N=C1",
  "elements": ["C", "C", "C", "C", "C", "C", "C", "C", "C", "C", "C", "C", "N", "N", "N", "H", "H", "H", "H", "H", "H", "H", "H", "H", "H", "H", "H"],
  "coordinates": [[-2.79580, -0.46326, -2.91284], [-3.35128, -0.01813, -1.74863], [-1.40484, -0.49959, -2.94018], [-2.59197, 0.21170, -0.57308], [-0.61528, -0.12382, -1.85722], [3.09334, -1.58034, 1.46297], [2.06657, -2.23127, 0.76320], [2.81529, -0.30742, 1.94859], [-1.16464, 0.35173, -0.70594], [0.69171, -0.35645, 0.75771], [1.04793, 1.55923, 1.99329], [-0.09070, 1.83462, 0.97356], [0.97924, -1.56598, 0.43571], [1.58755, 0.30467, 1.58818], [-0.39382, 0.60040, 0.41802], [-3.26152, -0.78218, -3.81130], [-4.42640, -0.16680, -1.65236], [-0.88015, -0.92522, -3.77429], [-2.88808, 0.58387, 0.37995], [0.45822, 0.18342, -1.92956], [4.03679, -2.06620, 1.74482], [1.90875, -3.23033, 0.33335], [3.58588, 0.09470, 2.59206], [1.72746, 2.34193, 1.98003], [0.61962, 1.46798, 3.05717], [-1.05519, 2.26266, 1.32347], [0.30131, 2.52008, 0.15332]]
}

---

{
  "formula": "C12H12N4O2",
  "method": "the ωB97M-V functional and the def2-TZVPD basis",
  "total_energy_ha": -833.96626,
  "lumo_ev": -0.5,
  "total_charge": 0,
  "max_force_ev_per_a": 5.4,
  "gap_ha": 0.2946,
  "e_above_lowest_kj_mol": 175.95,
  "homo_ha": -0.31438,
  "spin_multiplicity": 1,
  "smiles": "CCC1=Cc2nc3c(=O)[nH]c(=O)[nH]c3nc2CC1",
  "elements": ["O", "O", "N", "N", "C", "C", "C", "C", "C", "C", "C", "C", "N", "N", "C", "C", "C", "C", "H", "H", "H", "H", "H", "H", "H", "H", "H", "H", "H", "H"],
  "coordinates": [[3.80923, -1.49628, 2.46322], [3.76638, -4.75669, -0.35873], [1.37453, -0.18214, 1.09790], [0.39024, -1.85505, -1.07214], [3.21815, -1.97332, 1.44209], [3.30653, -3.68003, -0.14155], [-0.43108, 1.37008, 0.68489], [-1.33078, 1.93504, -0.19189], [1.91277, -1.44825, 0.83014], [0.29836, 0.08459, 0.43269], [1.40177, -2.20059, -0.30944], [-0.19208, -0.75456, -0.68425], [3.90987, -3.07780, 0.90208], [2.06597, -3.36872, -0.67319], [-3.16865, 3.14653, 0.81646], [-1.87551, 3.35283, 0.08113], [-1.70458, 1.27641, -1.47362], [-1.50954, -0.19724, -1.31645], [-0.19616, 1.89941, 1.55722], [4.63685, -3.47897, 1.54450], [1.97899, -3.67296, -1.63339], [-2.92104, 2.62639, 1.75162], [-3.93134, 2.58523, 0.22183], [-3.59493, 4.12928, 0.96914], [-2.00008, 3.97374, -0.85174], [-1.23397, 3.90060, 0.66937], [-1.23363, 1.64347, -2.33198], [-2.77449, 1.61790, -1.62075], [-1.75682, -0.79570, -2.19482], [-2.21495, -0.60320, -0.61035]]
}

---

What is the formula in the fourth record?
C12H12N4O2